Entry from the OMol25 dataset: one molecule with the formula C19H23N3O2S2 (ωB97M-V/def2-TZVPD).

Geometry (Å):
C (-1.328267, -1.760013, -3.154091)
H (-1.771271, -1.737329, -4.145922)
H (-1.566923, -2.712450, -2.686539)
H (-0.250016, -1.678290, -3.247953)
C (-1.844387, -0.580377, -2.333834)
N (-1.311869, -0.561430, -0.982482)
C (-2.004452, -1.059195, 0.091026)
C (-1.583945, -0.794211, 1.358079)
C (-2.178155, -1.191271, 2.626448)
O (-1.649766, -0.976390, 3.698794)
O (-3.388214, -1.793932, 2.553042)
C (-3.963832, -2.141301, 3.802225)
H (-4.090644, -1.251584, 4.422391)
H (-3.323989, -2.848371, 4.334663)
H (-4.927427, -2.591169, 3.575917)
C (-0.367923, 0.090354, 1.546592)
N (0.505668, -0.069158, 0.408148)
C (-0.017219, -0.068484, -0.858229)
N (0.588634, 0.258570, -1.932392)
C (1.927746, 0.767698, -1.903674)
H (2.087311, 1.280964, -2.856334)
H (2.082567, 1.502224, -1.095419)
C (2.974158, -0.358821, -1.759623)
C (4.338114, 0.199377, -1.570531)
C (5.365915, 0.270225, -2.456573)
C (6.512983, 0.912776, -1.933684)
C (6.340804, 1.328910, -0.656255)
S (4.772787, 0.944102, -0.061598)
H (7.031884, 1.840007, -0.016189)
H (7.422543, 1.055264, -2.489443)
H (5.311484, -0.129344, -3.453643)
H (2.699659, -0.983627, -0.905492)
H (2.950994, -0.979582, -2.656818)
H (1.389439, 0.413599, 0.493883)
C (-0.814983, 1.510650, 1.758696)
C (-0.979237, 2.163437, 2.939672)
C (-1.473454, 3.478285, 2.780198)
C (-1.676053, 3.804732, 1.480233)
S (-1.276295, 2.511770, 0.417473)
H (-2.034469, 4.726551, 1.067190)
H (-1.662541, 4.148324, 3.599788)
H (-0.763918, 1.708696, 3.889346)
H (0.165765, -0.232518, 2.448918)
C (-3.211485, -1.891258, -0.210036)
H (-3.081079, -2.460533, -1.124558)
H (-4.090545, -1.255239, -0.311653)
H (-3.399137, -2.577599, 0.607313)
H (-2.932736, -0.575128, -2.288426)
H (-1.504223, 0.342090, -2.808645)

Cartesian forces, eV/Å:
C -0.085 0.166 0.122
H -0.048 -0.041 -0.143
H -0.060 -0.109 0.027
H 0.055 -0.035 -0.046
C -0.061 -0.132 -0.541
N -0.120 0.063 0.198
C -0.144 -0.179 0.823
C 0.449 0.021 -0.377
C -0.229 -0.210 0.301
O -0.078 -0.007 -0.119
O 0.178 0.169 -0.272
C 0.004 -0.031 0.409
H -0.023 -0.102 -0.031
H -0.097 0.050 -0.019
H 0.039 0.015 -0.001
C -0.381 -0.097 0.328
N 0.263 -0.045 -0.024
C 0.715 0.099 -0.396
N -0.291 -0.040 -0.081
C 0.030 -0.092 0.144
H 0.182 0.077 0.200
H 0.022 0.025 -0.106
C -0.277 0.234 -0.011
C 0.148 0.077 0.301
C -0.214 -0.077 0.077
C 0.164 0.132 0.123
C -0.207 0.024 0.240
S 0.199 -0.171 -0.546
H 0.203 0.101 0.077
H 0.171 0.045 -0.057
H -0.071 -0.104 -0.185
H -0.006 -0.085 -0.084
H -0.012 -0.048 0.063
H -0.079 -0.024 -0.092
C 0.078 0.238 -0.182
C 0.102 -0.223 -0.135
C -0.099 0.224 -0.085
C -0.009 -0.163 -0.269
S 0.057 0.063 0.513
H -0.072 0.225 -0.021
H -0.038 0.145 0.111
H 0.059 -0.136 0.174
H -0.143 0.062 -0.250
C -0.048 -0.132 -0.010
H -0.005 0.018 -0.091
H -0.087 0.014 -0.051
H -0.017 0.043 -0.123
H 0.082 0.045 0.056
H -0.200 -0.090 0.061

Computed properties:
SMILES   CCN1C(C)=C(C(=O)OC)[C@H](c2cccs2)N/C1=N\CCc1cccs1
HOMO level   -8.02 eV
Maximum force   0.854 eV/A

Entry from the OMol25 dataset: one molecule with the formula C7H14 at a distorted geometry (ωB97M-V/def2-TZVPD).

Geometry (Å):
C (-2.459038, 0.153331, 1.340210)
C (-1.906442, -0.932469, 0.285862)
C (-0.397763, -1.281399, 0.152155)
C (0.567391, -0.041942, -0.074783)
C (1.682701, -0.245999, -0.789683)
C (2.417751, 0.790954, -1.660257)
C (0.392590, 1.280838, 0.515287)
H (-3.163855, -0.246366, 2.016368)
H (-2.766565, 1.005600, 0.760284)
H (-1.689430, 0.526496, 2.063889)
H (-2.538230, -0.681664, -0.659004)
H (-2.283692, -1.913923, 0.709018)
H (-0.251359, -2.157481, -0.567128)
H (0.072099, -1.880191, 1.075874)
H (2.242942, -1.135452, -0.724923)
H (1.943648, 0.947155, -2.610713)
H (3.450546, 0.482102, -1.686122)
H (2.408138, 1.906210, -1.182209)
H (0.165863, 2.003245, -0.253380)
H (1.180683, 1.639919, 1.239984)
H (-0.553930, 1.164463, 1.205315)

Cartesian forces, eV/Å:
C 2.861 -0.327 -0.341
C -1.767 -0.932 1.242
C 2.067 -0.361 1.608
C 0.955 -2.833 -1.118
C 0.126 1.761 -0.813
C -0.206 2.509 3.423
C -3.211 0.747 2.655
H -1.426 -0.496 0.106
H -0.566 0.403 0.216
H -0.599 -0.512 -0.635
H 1.774 -0.806 1.162
H -0.117 0.965 -0.872
H -0.249 1.834 0.145
H -1.636 1.504 -1.016
H -0.254 -1.824 -0.764
H -0.016 -0.416 -0.610
H 0.360 0.165 -0.655
H 0.109 -2.531 -0.897
H -0.010 0.662 0.063
H -0.391 -0.536 -1.220
H 2.197 1.024 -1.679

Computed properties:
SMILES   C/C=C(\C)CCC
HOMO level   -7.96 eV
Maximum force   4.249 eV/A

Entry from the OMol25 dataset: one molecule with the formula C4H12N2O at a distorted geometry (ωB97M-V/def2-TZVPD).

Geometry (Å):
C (-0.308481, 1.082546, 0.144781)
O (0.815872, 0.481695, -0.705672)
C (0.245645, 1.150678, 1.584128)
N (-0.652679, 1.997342, 2.356938)
H (-0.532969, 2.068043, -0.279653)
H (-1.170927, 0.421547, -0.024022)
H (0.193605, 0.108480, 1.938703)
H (1.305252, 1.478434, 1.547170)
H (-0.558308, 1.853075, 3.361144)
H (-0.388050, 2.980298, 2.208364)
C (-0.853387, -1.908381, -1.394323)
C (1.170823, -0.688626, -1.421403)
N (0.526071, -1.819809, -0.864345)
H (-1.629160, -1.831143, -0.647557)
H (-0.974995, -2.851127, -1.933797)
H (-1.018503, -1.126112, -2.116357)
H (0.873364, -0.655011, -2.514623)
H (2.292214, -0.865349, -1.377496)
H (0.664613, -1.876579, 0.138020)

Cartesian forces, eV/Å:
C 1.642 -2.079 -1.747
O 0.817 2.776 0.501
C -0.508 -0.612 -0.926
N 0.314 0.809 0.426
H 0.247 -0.216 0.060
H 0.035 0.374 0.691
H 0.223 0.453 0.247
H -0.540 -0.203 -0.021
H 0.018 -0.138 -0.309
H -0.298 -0.548 0.032
C 0.572 -0.945 0.432
C -0.216 -0.475 0.209
N -0.691 -0.683 -1.026
H -0.227 -0.036 0.392
H -0.157 -0.047 0.131
H -0.083 0.394 -0.159
H 0.416 0.284 1.092
H -1.170 0.863 0.197
H -0.391 0.028 -0.222

Computed properties:
SMILES   CNCOCCN
HOMO level   -8.60 eV
Maximum force   3.173 eV/A